Entry from OMol25: a structure of composition C19H35AsGe2N7S5Y in a non-equilibrium geometry (the ωB97M-V functional and the def2-TZVPD basis).

Geometry as XYZ:
```
70
Properties=species:S:1:pos:R:3:forces:R:3:mulliken_charge:R:1
Y 0.1957 0.7087 -0.3178 0.951 1.003 0.176 -0.369
C -0.3416 -5.0814 -0.4448 -0.047 -0.119 0.011 -1.170
C 0.1643 -3.6904 -0.0691 0.142 0.036 -0.034 -0.290
Ge -1.1694 -2.6843 0.9482 0.227 0.014 0.222 0.300
C -1.6943 -3.5855 2.6114 0.005 0.093 0.122 -0.490
C -2.6290 -4.7860 2.5059 -0.067 -0.128 -0.075 -1.077
C -2.7348 -2.4387 -0.1569 -0.167 0.048 -0.001 -1.056
C -3.1052 -1.6964 -1.2133 -0.084 -0.083 -0.044 0.617
Ge -2.2192 0.0637 -1.5765 -0.756 -0.223 -0.347 1.325
C -2.0014 0.4924 -3.5179 0.154 0.007 -0.030 -0.650
C -3.1369 0.5695 -4.5289 -0.157 -0.032 -0.021 -1.051
C -3.4451 1.4629 -0.7933 0.084 0.045 0.123 -0.421
C -4.9400 1.5253 -1.0726 -0.147 0.038 -0.010 -1.189
C -4.2493 -2.2158 -2.0269 0.148 0.024 -0.011 -0.011
C -5.1023 -1.3634 -2.7157 -0.096 0.063 -0.014 0.446
C -6.1647 -1.8452 -3.4652 0.020 0.026 0.020 -1.208
C -6.3845 -3.2082 -3.5646 -0.020 -0.032 -0.008 -0.384
C -5.5227 -4.0816 -2.9146 -0.065 0.013 -0.059 -0.843
C -4.4702 -3.5911 -2.1638 0.105 -0.029 0.005 -0.309
H 0.3860 -5.5996 -1.0717 0.013 0.020 -0.015 0.396
H -1.2774 -5.0371 -1.0061 -0.022 0.021 -0.005 0.208
H -0.5103 -5.7099 0.4304 -0.005 0.018 0.031 0.271
H 0.4039 -3.1211 -0.9674 -0.054 -0.035 0.049 0.319
H 1.0901 -3.7529 0.5107 -0.080 0.032 -0.007 0.457
H -2.1599 -2.8182 3.2368 0.039 0.014 -0.035 0.393
H -0.7605 -3.8524 3.1152 -0.029 -0.018 -0.020 0.346
H -3.5548 -4.5387 1.9851 -0.023 0.039 -0.008 0.256
H -2.9106 -5.1494 3.4952 0.015 0.008 0.043 0.387
H -2.1777 -5.6250 1.9766 0.045 0.017 -0.032 0.212
H -3.4029 -3.2704 0.0737 0.005 -0.132 0.015 0.299
H -1.2292 -0.1918 -3.8854 -0.026 -0.015 -0.008 0.358
H -1.5063 1.4728 -3.4830 0.019 -0.016 0.013 0.334
H -3.6168 -0.3951 -4.6828 0.007 -0.053 0.004 0.281
H -2.7741 0.9097 -5.5008 0.030 0.030 -0.041 0.420
H -3.9120 1.2695 -4.2126 -0.040 0.034 0.026 0.218
H -2.9906 2.4204 -1.0785 0.022 -0.051 -0.009 0.320
H -3.2941 1.3819 0.2906 -0.021 -0.005 -0.047 0.242
H -5.1531 1.7099 -2.1263 0.008 0.026 -0.044 0.244
H -5.4136 2.3326 -0.5070 -0.003 0.028 0.013 0.419
H -5.4485 0.6020 -0.7982 0.004 -0.034 0.064 0.294
H -4.9377 -0.3011 -2.6649 0.041 0.033 -0.025 0.376
H -6.8122 -1.1466 -3.9778 -0.041 0.009 -0.031 0.397
H -7.2053 -3.5874 -4.1581 -0.022 -0.025 -0.011 0.382
H -5.6606 -5.1504 -3.0091 -0.006 -0.032 0.002 0.418
H -3.7852 -4.2923 -1.7059 0.022 0.004 0.027 0.279
S 3.0716 -1.9951 2.7449 0.128 -0.002 0.051 -0.377
As 2.1063 -0.6537 1.5388 0.056 -0.439 0.165 0.482
S 2.1889 -1.0284 -0.6283 0.045 -0.087 0.139 -0.711
S -0.2402 -0.7947 1.9039 -0.070 -0.082 -0.171 -0.426
S 2.1530 1.4735 1.7514 0.041 -0.096 -0.029 -0.412
C 5.1515 1.7904 -0.5038 -0.008 -0.038 0.021 -1.093
N 3.8913 1.7177 -1.2154 -0.257 0.260 -0.046 0.067
C 3.0312 2.7172 -1.2959 -0.015 -0.152 -0.050 0.661
N 3.3798 3.9271 -0.8376 0.049 -0.110 0.060 -0.410
S 1.4951 2.5317 -2.0650 -0.071 -0.020 0.071 -0.521
H 5.6446 0.8263 -0.5913 -0.016 -0.001 0.036 0.343
H 4.9846 2.0001 0.5564 0.040 0.000 0.002 0.361
H 5.7998 2.5447 -0.9518 -0.005 0.031 0.024 0.377
H 3.4829 0.7995 -1.3739 0.066 -0.054 0.000 0.121
H 4.1551 4.0329 -0.2030 0.001 0.004 -0.051 0.231
H 2.6671 4.6350 -0.8405 0.003 0.017 -0.007 0.239
N -1.4887 5.8578 0.8160 -0.217 -0.327 0.021 -0.647
N -1.2981 4.5307 1.2009 -0.003 0.094 0.012 1.124
N -1.2929 4.1656 2.4612 0.008 -0.059 0.032 -0.936
C -0.9818 2.8807 2.3547 0.037 -0.032 0.225 -0.334
N -0.8133 2.5191 1.0824 -0.114 0.249 -0.434 0.384
N -1.0252 3.5999 0.3507 0.018 0.047 -0.033 -0.330
H -2.1613 6.2346 1.4792 0.073 0.071 -0.045 0.305
H -1.9219 5.8163 -0.1040 0.072 0.085 0.029 0.301
H -0.8590 2.2178 3.1919 0.008 -0.038 0.007 0.505
```
Forces are in eV/Å.

Frontier orbital gap: 7.38 eV
E_LUMO: -0.02 eV
Energy relative to the best compared isomer or geometry (same formula, charge and spin): 0.277 eV
2S+1: 1
M: 830.92 g/mol
E_HOMO: -7.40 eV
Max |F|: 0.0271 hartree/bohr


Entry from OMol25: a structure of composition C19H35AuCl3N2O6SSi (the ωB97M-V functional and the def2-TZVPD basis).

Geometry as XYZ:
```
68
Properties=species:S:1:pos:R:3:forces:R:3:mulliken_charge:R:1
Au -0.2657 -2.1665 0.1886 -0.260 -0.118 -0.183 0.975
Cl 4.5791 -2.2753 -0.7455 0.007 -0.002 -0.050 -0.115
C 3.9270 -1.9800 0.8840 0.036 -0.053 0.054 0.778
Cl 4.8474 -2.8856 2.0792 -0.023 0.024 -0.050 -0.110
Cl 4.0009 -0.2650 1.2525 -0.002 0.013 0.064 -0.069
C 2.4792 -2.5469 0.8311 -0.063 -0.251 0.082 0.169
O 2.2802 -3.7242 0.9518 0.151 0.189 0.143 -0.540
O 1.5870 -1.6113 0.5870 -0.102 0.097 -0.027 -0.844
C -3.4625 2.6576 0.8879 -0.016 -0.023 -0.003 -1.463
C -3.0027 2.6390 -0.5631 0.047 0.099 0.119 1.593
C -3.2622 3.9828 -1.2269 -0.022 -0.011 0.012 -1.734
C -3.6647 1.5152 -1.3463 -0.028 0.031 -0.032 -1.243
O -1.5749 2.4415 -0.6251 0.032 -0.111 -0.274 -0.196
Si -0.4058 1.7938 0.2618 -0.090 0.041 -0.017 0.545
S -1.1387 -0.1959 0.9234 -0.049 0.020 0.337 -0.577
O 0.9554 1.6414 -0.5607 0.116 -0.143 -0.031 0.389
C 1.3624 1.4635 -1.9412 -0.001 0.047 0.065 1.844
C 0.1690 1.1598 -2.8340 0.003 -0.023 -0.006 -1.478
C 2.3456 0.3043 -1.9497 -0.005 0.062 -0.112 -1.277
C 2.0386 2.7599 -2.3578 -0.006 -0.014 -0.041 -1.843
O -0.2770 2.6321 1.6174 -0.062 0.034 0.055 -0.666
C 0.4097 2.5751 2.8896 0.057 -0.047 -0.053 1.737
C 1.6540 1.7138 2.7511 -0.030 -0.024 0.024 -1.457
C 0.7612 4.0131 3.2344 0.021 -0.021 -0.009 -1.787
C -0.5545 1.9896 3.9096 0.021 0.057 0.046 -1.607
H -4.5298 2.8760 0.9405 0.007 -0.009 -0.007 0.535
H -2.9218 3.4196 1.4479 -0.001 0.006 0.002 0.289
H -3.2936 1.6899 1.3691 0.005 -0.001 -0.004 0.289
H -4.3317 4.1954 -1.2500 0.005 -0.004 0.001 0.436
H -2.8875 3.9762 -2.2507 0.004 0.001 0.001 0.346
H -2.7603 4.7789 -0.6775 0.003 0.001 0.006 0.391
H -4.7496 1.6242 -1.3134 0.005 -0.008 -0.011 0.470
H -3.3974 0.5457 -0.9246 -0.004 -0.003 0.030 -0.018
H -3.3466 1.5395 -2.3891 0.013 -0.008 0.002 0.345
H -0.3349 0.2427 -2.5127 -0.021 0.000 0.019 0.187
H 0.5135 1.0187 -3.8591 -0.001 -0.013 -0.002 0.540
H -0.5544 1.9719 -2.8178 -0.002 0.000 -0.004 0.256
H 1.8749 -0.5938 -1.5454 0.017 0.039 -0.025 0.056
H 3.2163 0.5335 -1.3374 -0.030 -0.027 -0.002 0.297
H 2.6797 0.0999 -2.9682 0.016 0.026 -0.010 0.472
H 1.3273 3.5860 -2.3319 -0.006 -0.005 0.007 0.385
H 2.4328 2.6735 -3.3714 -0.002 0.004 0.001 0.425
H 2.8632 2.9869 -1.6825 -0.002 -0.003 0.003 0.323
H 2.2969 2.0943 1.9560 -0.015 0.021 0.010 0.296
H 1.3769 0.6844 2.5124 0.045 0.002 -0.013 0.203
H 2.2171 1.7085 3.6854 -0.001 -0.004 -0.007 0.551
H 1.4251 4.4333 2.4788 0.004 0.001 -0.004 0.376
H 1.2625 4.0580 4.2020 -0.004 -0.007 -0.002 0.433
H -0.1417 4.6218 3.2822 0.001 -0.002 -0.004 0.377
H -0.8458 0.9764 3.6331 0.009 -0.020 -0.016 0.260
H -1.4501 2.6074 3.9845 -0.002 -0.006 -0.012 0.355
H -0.0774 1.9554 4.8902 -0.021 -0.002 0.000 0.461
N 0.5428 -3.7619 -2.5093 -0.028 0.051 -0.030 -0.334
C 0.3617 -4.6657 -1.5142 0.050 -0.037 0.042 0.997
C 0.5313 -6.0427 -1.7496 0.005 0.027 0.019 -0.880
C 0.3512 -6.9258 -0.7211 -0.009 0.001 0.009 -0.267
C -0.0025 -6.4575 0.5522 -0.019 0.021 -0.018 -0.723
C -0.1589 -5.1138 0.7154 -0.107 -0.022 -0.011 -0.261
N -0.0109 -4.2311 -0.3026 0.138 0.071 -0.132 -0.061
H 0.9873 -4.0717 -3.3563 -0.015 -0.005 -0.005 0.282
H 0.6643 -2.7873 -2.2894 0.045 0.014 0.003 0.021
H 0.8188 -6.3765 -2.7367 0.003 0.003 -0.001 0.392
H 0.4931 -7.9846 -0.8912 -0.001 0.000 0.000 0.410
H -0.1341 -7.1257 1.3892 0.003 0.000 0.000 0.454
H -0.4044 -4.6857 1.6787 0.032 -0.010 -0.004 0.449
O -2.2664 -2.5098 -0.3833 0.156 -0.005 0.054 -0.580
H -2.6130 -3.3865 -0.1594 -0.058 0.040 0.023 0.338
H -2.8120 -1.8100 0.0285 0.054 0.000 -0.026 0.405
```
Forces are in eV/Å.

Frontier orbital gap: 6.92 eV
E_LUMO: -5.25 eV
Energy relative to the best compared isomer or geometry (same formula, charge and spin): 1.206 eV
2S+1: 1
M: 750.98 g/mol
Total charge: +1
E_HOMO: -12.17 eV
Max |F|: 0.0066 hartree/bohr